49
Properties=species:S:1:pos:R:3 method="wB97M-V/def2-TZVPD" homo_ha=-0.0647 largest_force_ha_per_bohr=0.00716 total_charge=-1 lumo_energy_ev=2.409
Cu 1.187 1.279 0.143
C -2.880 -2.790 0.713
As -1.829 -1.154 0.302
C -0.412 -2.112 -0.679
C -0.905 -1.096 2.028
H -2.246 -3.588 1.109
H -3.378 -3.147 -0.190
H -3.647 -2.549 1.451
H -0.030 -2.958 -0.100
H 0.394 -1.409 -0.891
H -0.805 -2.479 -1.628
H -0.533 -2.085 2.312
H -1.586 -0.720 2.791
H -0.084 -0.384 1.940
N -0.350 2.134 0.144
C -1.205 2.545 1.072
C -1.026 2.423 2.500
C -1.963 2.857 3.418
C -3.162 3.449 3.015
C -3.377 3.592 1.642
C -2.452 3.166 0.709
H -0.094 1.983 2.841
H -1.756 2.736 4.479
H -3.894 3.788 3.738
H -4.301 4.052 1.297
H -2.648 3.285 -0.351
C 4.765 0.936 -0.182
As 3.091 0.074 0.320
C 3.456 -0.239 2.206
C 3.387 -1.763 -0.415
C 4.645 -2.417 0.036
C 4.680 -3.177 1.207
C 5.856 -3.762 1.649
C 7.033 -3.605 0.931
C 7.014 -2.858 -0.238
C 5.835 -2.274 -0.678
H 5.628 0.329 0.095
H 4.809 1.893 0.337
H 4.775 1.130 -1.253
H 4.419 -0.724 2.361
H 2.658 -0.846 2.634
H 3.440 0.731 2.699
H 3.357 -1.652 -1.499
H 2.508 -2.337 -0.123
H 3.765 -3.306 1.774
H 5.855 -4.348 2.560
H 7.952 -4.062 1.274
H 7.923 -2.732 -0.813
H 5.831 -1.696 -1.595

***

18
Properties=species:S:1:pos:R:3 method="wB97M-V/def2-TZVPD" homo_ha=-0.3608 largest_force_ha_per_bohr=0.08385 lumo_energy_ev=0.319
C -0.432 -0.391 0.064
C 0.604 0.658 0.552
C -1.765 -0.158 0.784
C 0.087 -1.803 0.300
N 1.946 1.595 -1.105
O 0.546 1.844 -0.108
O -0.606 -0.244 -1.343
H -0.895 0.666 -1.494
H 2.404 2.399 -1.555
H 1.464 1.092 -1.858
H 1.658 0.312 0.188
H 0.626 0.790 1.642
H -1.663 -0.335 1.854
H -2.519 -0.839 0.391
H -2.099 0.869 0.631
H -0.666 -2.531 0.001
H 0.327 -1.951 1.352
H 0.983 -1.974 -0.295

***

176
Properties=species:S:1:pos:R:3 method="wB97M-V/def2-TZVPD" homo_ha=-0.3244 largest_force_ha_per_bohr=0.11598 lumo_energy_ev=-2.344
K -6.874 3.014 7.173
C -1.014 3.260 4.881
F 0.220 3.115 4.270
F -1.137 2.299 5.770
F -1.021 4.420 5.597
S -2.555 3.152 3.687
O -2.117 3.466 2.284
O -3.140 1.820 3.895
N -3.706 4.228 4.422
S -3.943 5.319 3.413
O -2.812 6.149 3.112
O -4.737 4.798 2.279
C -5.146 6.583 4.377
F -6.253 5.920 4.674
F -4.665 6.914 5.525
F -5.477 7.592 3.537
C 1.017 9.825 4.867
O 1.204 10.968 3.942
C 2.476 11.129 3.372
C 3.099 12.579 3.340
O 2.238 13.300 2.395
C 3.066 14.311 1.768
H 1.539 10.006 5.807
H 1.304 8.841 4.497
H 0.008 9.721 5.267
H 2.439 10.695 2.373
H 3.165 10.565 4.001
H 4.127 12.316 3.088
H 3.196 13.008 4.338
H 2.417 14.789 1.034
H 3.824 13.837 1.144
H 3.512 15.017 2.469
C 0.575 -5.141 -2.352
O 0.118 -3.898 -1.698
C 1.150 -3.259 -0.996
C 1.779 -3.930 0.194
O 2.095 -3.008 1.306
C 0.868 -2.448 1.912
H 1.015 -5.043 -3.344
H -0.182 -5.921 -2.429
H 1.222 -5.711 -1.685
H 0.837 -2.269 -0.665
H 1.850 -3.131 -1.822
H 2.651 -4.403 -0.257
H 1.169 -4.761 0.548
H 0.152 -1.834 1.364
H 1.012 -1.823 2.794
H 0.195 -3.242 2.235
C -8.748 6.451 -2.902
O -8.652 6.546 -4.334
C -9.780 6.182 -5.024
C -9.505 6.242 -6.495
O -10.091 5.171 -7.279
C -10.321 5.549 -8.616
H -7.960 6.883 -2.285
H -8.933 5.485 -2.432
H -9.523 7.149 -2.588
H -10.669 6.783 -4.834
H -9.981 5.153 -4.727
H -8.472 6.481 -6.746
H -10.075 7.120 -6.799
H -11.042 6.359 -8.727
H -10.534 4.819 -9.397
H -9.428 5.930 -9.112
C -0.347 11.968 -1.694
O -1.705 12.469 -1.422
C -2.394 11.742 -0.455
C -3.927 11.965 -0.641
O -4.307 13.248 -0.056
C -5.768 13.465 -0.132
H -0.310 10.971 -2.132
H 0.263 11.989 -0.791
H 0.202 12.590 -2.401
H -2.072 12.126 0.513
H -2.331 10.653 -0.460
H -4.658 11.195 -0.392
H -4.217 12.035 -1.690
H -6.215 12.507 0.133
H -6.038 13.774 -1.141
H -6.174 14.243 0.515
C -12.065 10.940 3.985
O -12.532 12.048 4.785
C -13.894 11.989 5.206
C -14.889 12.031 4.066
O -15.025 13.150 3.204
C -15.817 14.169 3.698
H -11.008 11.130 3.795
H -12.565 10.856 3.019
H -11.968 9.944 4.416
H -14.039 12.865 5.837
H -13.933 11.089 5.820
H -15.882 11.857 4.481
H -14.758 11.212 3.360
H -15.600 14.624 4.664
H -16.857 13.855 3.782
H -15.739 15.041 3.048
C -3.791 14.185 5.856
O -3.033 15.385 6.124
C -3.400 16.022 7.314
C -2.452 17.254 7.465
O -2.484 17.968 8.739
C -1.774 19.151 8.803
H -3.525 13.352 6.507
H -3.694 13.861 4.820
H -4.860 14.359 5.975
H -3.237 15.343 8.151
H -4.457 16.280 7.257
H -2.613 17.998 6.685
H -1.499 16.749 7.308
H -0.707 18.998 8.966
H -2.094 19.705 9.685
H -1.938 19.825 7.962
C -7.832 -0.151 0.859
O -8.637 -0.824 -0.082
C -7.908 -1.273 -1.270
C -8.801 -1.735 -2.429
O -9.867 -0.886 -2.928
C -10.136 -0.756 -4.353
H -6.902 -0.717 0.801
H -8.217 -0.124 1.878
H -7.563 0.843 0.502
H -7.133 -1.961 -0.932
H -7.381 -0.368 -1.573
H -9.247 -2.677 -2.109
H -8.091 -1.874 -3.244
H -9.997 -1.784 -4.687
H -9.455 -0.027 -4.793
H -11.132 -0.333 -4.482
C 3.580 6.993 -2.788
O 2.595 6.324 -3.530
C 2.516 4.935 -3.298
C 2.307 4.460 -1.888
O 3.474 4.416 -1.006
C 4.182 3.215 -1.260
H 4.576 6.568 -2.909
H 3.433 7.124 -1.716
H 3.589 8.011 -3.176
H 3.482 4.582 -3.659
H 1.636 4.734 -3.909
H 1.833 3.484 -1.790
H 1.627 5.100 -1.326
H 5.126 3.314 -0.724
H 4.461 3.140 -2.311
H 3.683 2.313 -0.903
C 3.886 -2.537 8.472
O 3.864 -1.116 8.939
C 2.693 -0.802 9.648
C 2.769 0.679 10.116
O 3.469 1.000 11.306
C 3.077 0.299 12.510
H 3.342 -2.600 7.530
H 3.486 -3.234 9.209
H 4.870 -2.958 8.265
H 2.697 -1.383 10.570
H 1.761 -0.884 9.089
H 1.754 1.036 10.296
H 3.134 1.297 9.295
H 3.457 -0.716 12.633
H 2.008 0.172 12.683
H 3.463 0.865 13.357
C 4.632 6.416 8.142
O 4.867 6.765 6.795
C 5.404 5.672 6.016
C 5.612 6.125 4.502
O 6.065 7.494 4.279
C 7.398 7.794 4.693
H 5.547 6.221 8.701
H 3.897 5.613 8.201
H 4.208 7.356 8.496
H 4.734 4.813 6.053
H 6.335 5.408 6.518
H 4.597 6.193 4.110
H 6.096 5.374 3.877
H 7.604 7.833 5.763
H 7.500 8.725 4.136
H 8.100 7.059 4.300

***

41
Properties=species:S:1:pos:R:3 method="wB97M-V/def2-TZVPD" homo_ha="-0.6063 / -0.6063" spin_multiplicity=6 largest_force_ha_per_bohr=0.16661 total_charge=+3 lumo_energy_ev="-10.321 / -10.830"
C -1.410 -4.033 -5.920
C 0.075 -3.972 -5.613
C 0.515 -2.696 -4.625
C 1.447 -1.449 -5.167
C 1.773 -0.210 -4.094
C 1.168 -0.341 -2.573
C 0.276 -1.604 -2.005
C -0.075 -2.809 -3.065
C -0.265 -1.690 -0.432
O -0.780 -2.876 -0.061
C -0.163 -0.365 0.573
C -0.886 -0.335 2.077
N -1.659 -1.541 2.563
C -0.828 -2.394 3.247
S 0.455 -3.210 4.047
C -0.795 0.984 3.097
C -1.501 0.893 4.574
C -1.187 2.156 5.574
C 0.019 2.285 2.504
C 0.743 2.255 0.998
C 1.516 3.676 0.582
C 0.596 4.737 0.006
C 0.706 0.940 -0.008
C 1.459 0.890 -1.479
O 2.357 1.814 -1.908
H -1.869 -3.801 -6.977
H -2.091 -4.276 -4.971
H 0.849 -4.769 -5.991
H 1.892 -1.384 -6.257
H 2.417 0.728 -4.453
H -0.736 -3.746 -2.749
H -1.044 -0.074 5.102
H -2.666 0.658 4.482
H -2.162 2.807 5.728
H -0.929 1.720 6.653
H -0.272 2.819 5.263
H 0.095 3.277 3.164
H 2.675 3.840 0.682
H -0.238 5.130 0.751
H 0.689 5.087 -1.122
Fe -0.166 0.877 7.801

***

11
Properties=species:S:1:pos:R:3 method="wB97M-V/def2-TZVPD" homo_ha=-0.3895 largest_force_ha_per_bohr=0.06525 smiles="[H]/N=C(/C#N)NOC=O" lumo_energy_ev=-0.024
H -1.223 -2.136 0.293
N -0.436 -2.193 -0.329
C 0.322 -1.148 -0.193
C 1.466 -1.153 -1.102
N 2.355 -1.050 -1.831
N 0.161 -0.141 0.735
O 0.484 1.105 0.161
C -0.521 2.040 0.330
O -1.614 1.796 0.839
H -0.787 -0.155 1.132
H -0.207 3.037 -0.034